1.
Molecular formula: C33H58AuN5O5P3S2
Method: DFT, the ωB97M-V functional and the def2-TZVPD basis

Positions of all 107 atoms, in Å:
1 H -0.7471 4.2506 -1.6357
2 H 0.4700 2.6327 5.3063
3 H 5.9986 -0.3495 -3.3400
4 H -2.5220 1.3133 4.4815
5 H -1.0565 -0.5663 4.9137
6 H 2.2838 2.5241 -0.2704
7 H 2.9906 -4.1200 3.6126
8 H 3.8143 1.4262 4.2605
9 C -0.6785 -0.4149 3.9021
10 H -3.5183 0.5710 -3.1604
11 C 4.6440 1.9125 -2.5856
12 N 1.8120 1.8799 3.8839
13 H -3.3105 3.2339 0.7075
14 N 2.0585 0.0574 -1.3333
15 C 2.0341 3.5119 0.1272
16 O -1.2847 2.0332 0.3418
17 C -1.4284 -4.9003 -1.0129
18 H -1.3463 -5.4066 -1.9745
19 C 2.1328 -3.7726 3.0385
20 H 2.1227 2.3985 5.8821
21 H -0.5926 -6.5153 0.1229
22 H 0.2779 0.2835 -5.1169
23 H 1.2846 -4.2871 -0.7838
24 C 2.9464 0.2616 -2.0279
25 H 2.2559 -2.7106 2.8311
26 C -2.6097 -0.8863 -1.2806
27 P -0.7731 -3.3974 1.7012
28 C 3.5734 0.4868 -4.3648
29 N -0.6684 1.0178 3.6001
30 O -0.3194 -3.4737 3.2179
31 H 4.7598 -1.5435 -2.9351
32 H 2.8050 1.2422 -4.5288
33 C 4.0858 0.5245 -2.9201
34 C 1.0291 -5.3335 -0.6109
35 P -0.5924 3.2676 0.8196
36 H -3.1147 0.5274 0.2433
37 H -3.2585 1.0095 -7.4028
38 H 5.4895 -0.5612 -1.6611
39 C -4.7030 -0.8813 -0.0868
40 C -1.3244 -0.2892 -1.5797
41 H -2.5679 1.3414 2.7108
42 C -3.4472 -0.3424 -0.3048
43 H 4.4035 0.6920 -5.0387
44 C -1.4048 0.6472 -6.3890
45 O 0.1329 3.0204 2.2452
46 H -1.9054 2.7198 3.6138
47 H -2.4335 -5.0417 -0.6186
48 H 2.1164 -4.3065 2.0882
49 H -5.3531 -0.4500 0.6609
50 C 0.6427 -5.5188 4.0895
51 N 0.6359 3.8657 -0.0976
52 H 2.2634 3.5270 1.1883
53 H -6.0901 -2.4201 -0.6256
54 H 0.5825 -6.0716 3.1553
55 C -1.2257 5.7489 1.5850
56 C -1.9876 1.6361 3.5878
57 S -2.6000 -2.7825 1.5876
58 H 3.5720 2.9057 3.3177
59 P 0.6315 1.5782 2.8015
60 C 1.5191 2.7232 5.0348
61 C -3.0373 -2.0017 -2.0099
62 C -3.0911 4.2296 1.0815
63 C -2.7781 0.8287 -6.4521
64 H -4.6016 0.9382 -5.3289
65 C -3.5317 0.7925 -5.2859
66 C -1.5432 0.3801 -3.9904
67 H -3.4598 4.3169 2.1068
68 H 0.4605 3.0207 -2.0384
69 C -5.1202 -1.9837 -0.8160
70 H -0.1466 5.8515 1.4994
71 H 0.3303 -0.8191 3.8429
72 H 1.1014 -5.8700 -1.5560
73 O 1.1823 0.7406 1.6919
74 C 0.2979 3.9693 -1.5175
75 H 3.3312 1.3121 2.5624
76 H 0.2393 0.3673 -2.7755
77 H -0.8095 0.6739 -7.2910
78 H -0.2785 -5.6733 4.6477
79 H 5.4791 2.1238 -3.2516
80 C -0.3824 -5.4611 -0.0769
81 H 1.4735 -5.9111 4.6766
82 N -1.6564 4.4776 1.0213
83 H -1.6956 6.5694 1.0414
84 S 0.5271 -2.1830 0.6838
85 C 0.8692 -4.0421 3.8282
86 C 3.2111 1.8855 3.4770
87 H 1.7458 3.7721 4.8244
88 H -1.3090 -0.9596 3.1997
89 C -4.2859 -2.5413 -1.7797
90 H 0.9186 -3.5133 4.7837
91 H -2.3846 -2.4207 -2.7644
92 H -3.6118 4.9610 0.4622
93 H 5.0041 1.9540 -1.5581
94 H 3.1626 -0.4915 -4.6097
95 H 3.8886 2.6857 -2.7249
96 H -1.5075 5.8203 2.6387
97 H 1.7485 -5.7613 0.0859
98 C -0.7935 0.4333 -5.1652
99 H 0.9152 4.7419 -1.9759
100 O -0.4706 -4.8795 1.2397
101 Au -0.0743 0.0430 -0.0273
102 H -4.6159 -3.3940 -2.3557
103 H -1.2682 -3.8331 -1.1682
104 H 2.6559 4.2626 -0.3637
105 C -2.9221 0.5749 -4.0626
106 C 5.1470 -0.5559 -2.6939
107 C -0.8183 0.1396 -2.7297

Atoms 1-3, force components in eV/Å:
-0.02 0.01 -0.02
-0.02 0.00 0.03
0.04 0.00 -0.03

Results
Max |F| (hartree/bohr): 0.029
Net charge: +1
ΔE to the lowest compared entry with this formula, charge and spin (kJ/mol): 0.00
LUMO energy (hartree): -0.14061
Frontier orbital gap (eV): 6.188
E_tot (eV): -106080.74466

Atom charges from the Mulliken analysis, given in e for atoms 1 to 2: 0.38 0.25



2.
Molecular formula: C4H11S
Method: DFT, the ωB97M-V functional and the def2-TZVPD basis

Positions of all 16 atoms, in Å:
1 C -1.8310 2.2190 0.6399
2 H -1.3601 0.1013 0.0613
3 C 1.5142 -2.0392 -0.1332
4 C -2.2836 0.7102 0.1276
5 H -1.1078 2.1864 1.5234
6 H 1.8982 -2.9952 0.2590
7 H -3.0799 0.1036 0.5736
8 H 3.1657 -1.4025 -1.6643
9 C 2.6276 -1.0655 -0.6698
10 H -2.6238 2.8216 0.8798
11 H 0.7327 -2.1491 -0.9053
12 H 3.2623 -0.8416 0.1683
13 H -2.4704 0.8151 -0.9708
14 H -1.3495 2.8362 -0.1788
15 H 2.1715 -0.1568 -0.9516
16 S 0.7339 -1.1436 1.2409

Atoms 1-3, force components in eV/Å:
2.23 -2.46 -0.64
-0.41 0.15 0.58
0.65 1.40 -0.20

Results
Max |F| (hartree/bohr): 0.066
Net charge: 0
ΔE to the lowest compared entry with this formula, charge and spin (kJ/mol): 87.10
LUMO energy (spin up / spin down) (hartree): 0.03649 / -0.06823
Frontier orbital gap (spin up / spin down) (eV): 10.206 / 6.955
2S+1: 2
E_tot (eV): -15159.29607

Atom charges from the natural (NBO) analysis, given in e for atoms 1 to 2: -0.60 0.20



3.
Molecular formula: C15H34Cl2S4SbSi3Tl
Method: DFT, the ωB97M-V functional and the def2-TZVPD basis

Positions of all 60 atoms, in Å:
1 C -2.9438 -2.1417 -0.7461
2 C -2.4872 -2.2393 2.2292
3 H -1.6719 2.1096 3.2438
4 H -4.6093 -0.0588 1.2129
5 C 0.1149 3.8365 -1.1281
6 H -0.3413 3.2675 3.2732
7 H 0.3153 0.3438 4.8142
8 Sb -0.1074 -0.0978 0.2446
9 H 2.4728 1.8785 3.5368
10 H 0.1133 -4.0382 -0.7486
11 H 2.7165 -0.6851 -5.6206
12 C 1.9006 2.6914 -2.0695
13 C 1.0543 3.6041 -0.1653
14 H 2.1634 -2.6021 2.4999
15 C 1.4512 -3.0646 1.8147
16 H -2.4891 -1.6899 3.1699
17 H -2.7471 -1.6495 -1.6973
18 Si 1.4118 -2.1461 0.1790
19 H 2.4073 2.4717 1.8734
20 H -2.4139 -3.0971 -0.7367
21 H 0.9801 3.9386 0.8595
22 H -0.7352 -0.6907 3.8459
23 H 0.9746 -1.0420 -5.3184
24 C 1.8285 -0.4291 -5.0562
25 C 0.5775 3.2388 -2.3707
26 C -0.7945 2.4579 2.6957
27 H 3.0478 2.5714 -0.2253
28 S -3.0582 0.3753 -4.5693
29 Cl 2.1870 -0.7058 -3.3403
30 H 1.7925 -4.0861 1.6231
31 S -2.9205 2.3776 -2.0876
32 C 2.2095 1.6128 2.5090
33 H 0.1636 -2.7197 -1.9204
34 C -3.5981 0.3216 1.0419
35 H 3.2888 -0.9572 -1.0228
36 H -3.4212 -2.8076 2.1819
37 H -3.6239 1.0135 0.1998
38 Tl -0.6141 1.2851 -2.3172
39 C 3.1681 -1.5783 -0.1361
40 C 2.1577 2.8955 -0.7446
41 H 2.8720 0.8033 2.1957
42 H -0.8071 4.3879 -1.0173
43 H 2.5672 2.2584 -2.7982
44 H 3.8089 -2.4573 -0.2520
45 S -1.3762 -0.5446 -3.8084
46 H -4.0171 -2.3463 -0.6941
47 H 1.0086 -0.9496 3.8348
48 Si 0.4251 1.0547 2.4749
49 Si -2.4539 -1.1134 0.7278
50 H 1.5770 -3.7504 -1.6966
51 C 0.2293 -0.1876 3.8616
52 H -1.6726 -2.9615 2.2496
53 Cl 1.4194 1.2514 -5.4004
54 H 3.5373 -1.0081 0.7187
55 H 0.4904 -3.1242 2.3214
56 C 0.7501 -3.2609 -1.1764
57 H -1.1294 2.8703 1.7432
58 S -4.1012 0.8819 -2.8865
59 H -3.2930 0.8804 1.9284
60 H 0.2447 3.5510 -3.3536

Atoms 1-3, force components in eV/Å:
0.01 0.00 -0.04
0.01 0.01 0.01
-0.01 0.01 -0.01

Results
Max |F| (hartree/bohr): 0.011
Net charge: 0
ΔE to the lowest compared entry with this formula, charge and spin (kJ/mol): 37.32
LUMO energy (hartree): -0.01311
Frontier orbital gap (eV): 7.164
E_tot (eV): -119359.76488

Atom charges from the Mulliken analysis, given in e for atoms 1 to 2: -0.66 -1.13



4.
Molecular formula: C6H11N4
Method: DFT, the ωB97M-V functional and the def2-TZVPD basis

Positions of all 21 atoms, in Å:
1 C 1.3680 1.7588 -0.6700
2 C -3.0194 -0.9826 -0.3971
3 H -2.0077 1.0422 -1.4548
4 N -1.6876 -0.4683 -0.0966
5 H 0.3901 -2.7638 2.8849
6 H -3.7813 -0.3702 0.0927
7 H -3.1035 -2.0054 -0.0267
8 H 0.0570 3.2464 -1.7021
9 N 2.4537 0.9864 -1.1211
10 H 1.5461 -1.8377 1.8945
11 H 0.8558 -1.1267 3.3852
12 H 2.2320 0.5136 -1.9910
13 N 0.4375 2.3149 -1.6617
14 N -0.4069 -1.2005 1.8194
15 H -3.1909 -0.9818 -1.4718
16 C -1.0606 -1.0106 0.8614
17 C -0.0341 1.2945 -0.8779
18 H 3.2822 1.5536 -1.2625
19 H 1.5809 2.3280 0.2296
20 C 0.6566 -1.7687 2.5260
21 C -1.2143 0.6749 -0.8182

Atoms 1-3, force components in eV/Å:
-0.67 -0.34 -0.08
-0.89 -0.27 -0.14
0.03 0.03 -0.03

Results
Max |F| (hartree/bohr): 0.053
Net charge: +1
ΔE to the lowest compared entry with this formula, charge and spin (kJ/mol): 350.80
LUMO energy (hartree): -0.12622
Frontier orbital gap (eV): 8.826
E_tot (eV): -12350.83003

Atom charges from the natural (NBO) analysis, given in e for atoms 1 to 2: 0.11 -0.40